No. 1
105
Properties=species:S:1:pos:R:3:forces:R:3:lowdin_charge:R:1 method="wB97M-V/def2-TZVPD" total_charge=0 gap_ev=7.449 homo_ha=-0.2878 multiplicity=1 smiles="CCCCCCN1c2c(B(C)O)ccc([C@H](I)CC)c2Sc2c(CC(=O)N(C)C)c(COCC)cc(S(C)(=O)=O)c21.CC(C)=O.CC(C)=O"
I 1.4005 -1.5352 3.4658 0.7 0.5 -0.4 0.822
S 0.5348 0.9141 0.9274 0.4 0.7 -1.4 0.884
S -0.1242 2.4211 -4.7531 3.2 2.6 -2.9 0.716
O 1.6658 -5.1631 5.0766 -0.5 0.0 0.3 0.039
O 0.0292 3.7677 -5.4527 -1.3 -3.1 2.3 -0.395
O 5.7075 -4.0717 0.4599 -0.2 -0.3 0.3 0.048
O 1.0553 1.5520 -5.0834 -3.3 1.0 1.4 -0.351
O 2.4821 -1.7745 -4.4775 1.6 0.6 2.2 0.061
O -1.0661 2.1154 3.3581 -2.1 2.5 -3.0 -0.035
O -2.9894 6.1385 -1.6927 0.2 -0.8 1.7 -0.195
N -3.1746 2.4592 2.4287 1.7 -1.3 -1.5 -0.130
N 0.8011 0.5089 -2.3219 -0.2 0.6 2.7 -0.097
C -1.8755 5.8908 -0.7743 1.0 0.4 -0.7 -0.167
C 0.4255 -5.8179 6.9960 0.4 -0.1 0.1 -0.025
C -0.7327 3.4863 0.1078 -0.1 0.1 -3.9 -0.102
C -1.7436 2.7631 2.4951 1.6 -1.8 3.0 -0.383
C -3.4307 -1.6545 -1.5263 -0.3 -0.2 -0.9 -0.209
C -4.1748 5.4289 -1.2666 -1.4 -0.1 -0.7 -0.265
C 3.2161 1.0731 3.0619 0.5 0.4 -0.2 -0.300
C 1.8914 0.0071 -1.4688 4.0 -2.0 2.0 -0.120
C 3.1021 -0.4513 2.5672 1.1 1.0 -1.2 -0.681
C -3.7331 2.5861 1.0450 -0.2 -0.3 -1.0 -0.095
C -0.6221 -4.5173 5.0379 0.2 0.1 -0.3 -0.043
C -4.8823 6.0256 0.0448 1.4 -0.5 0.3 -0.093
C 4.2515 1.2757 4.2958 0.0 -0.5 -0.5 -0.110
C 3.9021 -4.2596 1.9993 0.2 0.3 -0.1 -0.027
C -3.2593 0.9700 2.7338 -0.7 -1.2 0.0 -0.093
C -0.0391 2.1502 -0.3523 -0.2 1.1 -2.0 -0.281
C 1.9419 0.0811 0.0858 1.6 -0.9 -1.9 -0.329
C 3.1364 -0.6725 -2.1500 0.0 0.0 3.8 0.000
C 4.3137 -1.2168 -1.2676 -2.5 1.3 1.9 0.005
C -0.2896 2.7636 -2.9368 -0.9 1.0 4.0 -0.159
C -1.7516 1.7388 -5.3538 -1.3 -0.5 -0.1 -0.151
C -1.1956 4.4703 -1.0259 1.3 -3.1 -0.8 -0.072
C -4.2345 -0.9514 -2.7358 -0.8 -0.4 0.4 -0.263
C 5.0686 -4.7901 1.2082 0.3 0.5 -0.4 -0.489
C 0.1983 1.7546 -1.8260 -1.8 3.2 -0.1 -0.129
C -0.2154 -0.5357 -2.6531 -0.8 -0.8 -0.4 -0.155
C -0.9669 4.0862 -2.5337 0.9 -2.1 2.0 0.037
C 4.4862 0.0733 -4.4578 -0.5 -0.1 0.6 -0.035
C 0.5922 -5.1658 5.6490 0.7 0.0 -0.4 -0.507
C 5.4155 -6.2454 1.3782 0.3 0.0 -0.3 -0.025
C 4.3236 -1.1715 0.2868 -3.4 1.8 -2.7 -0.010
C -4.5177 -1.9852 -3.9362 0.4 0.1 0.7 -0.134
C -0.7699 -1.3755 -1.4064 -0.8 -0.3 -0.6 -0.163
C -0.9669 3.8628 1.6360 0.4 -0.3 0.0 -0.061
C 3.0882 -0.4962 0.9629 0.8 -0.9 -2.5 -0.232
C -2.0126 -2.2720 -1.9824 0.9 0.8 0.4 -0.180
B 3.3127 -0.8407 -3.7596 -0.3 0.0 -0.5 -0.418
H -4.7250 -3.0063 -3.4369 0.1 1.5 -1.0 0.084
H -1.9061 -2.2639 -3.1339 -0.4 -0.2 1.8 0.098
H -5.4223 -1.6508 -4.5620 1.5 -0.6 0.9 0.076
H -2.4725 0.4227 2.0865 -1.0 0.7 1.3 0.095
H 5.6757 -6.4460 2.4196 -0.2 -0.1 0.0 0.087
H -2.3803 2.5406 -5.8886 1.5 -0.8 0.9 0.084
H 4.6853 0.9482 -3.7288 -0.3 -1.2 -1.5 0.081
H -3.0411 1.9827 0.3376 -1.1 1.2 0.7 0.102
H 5.0945 1.9960 3.9786 -1.5 -1.0 0.7 0.078
H -4.7585 2.0688 0.9616 1.5 1.0 0.5 0.103
H 3.6544 1.6664 2.1721 -0.8 -1.0 1.3 0.118
H 0.2322 -1.2175 -3.4734 -0.6 1.0 1.5 0.133
H -3.8585 3.6717 0.7255 0.4 -1.6 0.5 0.053
H -4.8377 7.1693 0.0417 -0.4 -1.7 -0.2 0.093
H 0.1116 -5.0749 7.7323 -0.2 -0.1 0.0 0.086
H -4.2717 5.6992 0.9731 -1.2 0.5 -1.3 0.061
H -4.2735 0.5284 2.3980 1.4 1.1 0.5 0.095
H -1.5518 0.9126 -6.1232 0.0 1.1 1.4 0.085
H 4.0959 -4.3728 3.0683 -0.2 -0.2 0.0 0.092
H 0.0363 -2.0334 -0.9205 -1.1 1.1 -0.8 0.119
H -1.4850 4.8640 1.8112 0.6 -1.3 -0.7 0.115
H 6.2749 -6.4885 0.7494 -0.1 0.1 0.1 0.082
H 3.7142 1.6454 5.2319 0.9 -0.5 -1.3 0.074
H -4.9501 5.5212 -2.1199 1.5 0.0 1.2 0.132
H 4.5711 -6.8669 1.0728 0.0 0.0 0.2 0.086
H -1.8492 -3.3353 -1.6076 -0.5 1.3 -0.6 0.106
H -1.1414 -0.0542 -3.1538 1.6 -0.4 0.8 0.114
H 4.7704 0.2647 4.5070 -0.9 1.6 -0.1 0.073
H -3.5761 -2.1088 -4.5838 -1.6 0.2 0.8 0.067
H -1.0882 6.6875 -1.0588 -1.3 -1.2 0.4 0.148
H 2.9912 -4.7938 1.7213 0.0 -0.1 0.2 0.095
H -3.9321 4.3072 -1.2016 -0.4 1.5 0.2 0.105
H -1.4049 -5.2636 4.8863 -0.1 0.1 0.2 0.086
H -3.7316 0.0227 -3.0867 -0.6 -1.5 0.5 0.084
H -2.4101 1.3768 -4.4756 1.4 0.3 -1.3 0.051
H -1.3133 4.7941 -3.3728 0.6 -1.2 1.6 0.123
H -0.3544 -4.0890 4.0693 0.0 -0.1 0.1 0.036
H -1.2116 -0.6864 -0.5997 0.9 -0.9 -1.2 0.075
H 5.4664 -0.5150 -4.5181 -1.3 0.7 -0.1 0.073
H -2.1660 6.1056 0.3057 0.3 -0.6 -1.4 0.105
H -3.1687 0.7389 3.8428 0.3 0.4 -1.6 0.098
H 5.2061 -1.6070 0.8771 -1.7 0.8 -1.0 0.103
H 4.0351 -1.0100 2.9468 -1.6 0.7 -0.8 0.073
H 4.1407 0.4181 -5.4874 0.7 -0.3 1.3 0.074
H -3.3367 -0.8748 -0.6992 0.1 -1.2 -0.9 0.091
H 3.7661 -3.1995 1.7788 0.0 -0.2 0.0 0.027
H -5.2660 -0.6467 -2.3073 1.6 -0.3 -0.7 0.106
H 2.1776 1.4968 3.2621 1.5 -0.5 -0.1 0.073
H 1.3802 -6.2430 7.3127 -0.1 0.1 -0.1 0.083
H -0.3114 -6.6213 6.9315 -0.1 0.1 0.1 0.085
H 5.2186 -1.6728 -1.7802 -1.4 0.6 0.7 0.103
H 0.0823 3.9674 2.1094 -1.8 -0.4 -0.5 0.142
H -0.9823 -3.7165 5.6875 -0.2 -0.1 0.0 0.088
H 2.2387 -2.4470 -3.7905 -0.1 0.8 -1.0 0.104
H -4.0791 -2.5135 -1.1392 0.7 1.2 -0.5 0.107
H -5.9367 5.6013 0.1373 1.4 0.8 -0.1 0.087

=====

No. 2
110
Properties=species:S:1:pos:R:3:forces:R:3:lowdin_charge:R:1 method="wB97M-V/def2-TZVPD" total_charge=+1 de_lowest_kj_mol=1399.4 gap_ev=1.395 homo_ha=-0.4198 multiplicity=1
Pb 0.8455 1.2030 10.1243 -0.2 -0.2 -0.3 1.438
O 1.7224 0.4988 0.5407 0.9 0.1 1.2 0.241
O -1.8494 -0.5006 -1.9392 1.4 1.6 2.1 0.187
O -0.3688 1.7912 0.2339 -0.7 -0.1 -0.8 0.235
O -0.0054 0.2643 2.0749 0.3 -0.4 0.4 0.250
O -1.9436 2.3962 -1.4058 2.6 -2.4 2.7 0.166
O 1.2855 0.1462 3.9574 -0.6 -0.1 -2.0 0.152
O -0.3225 -0.4970 -0.2834 0.1 0.1 0.6 0.265
O 3.5003 0.4221 2.0457 -4.2 -0.1 -1.0 0.156
N 1.6990 -6.4740 -7.6145 -2.3 0.5 0.7 0.141
N 10.7716 0.2402 8.4855 1.8 -0.4 0.9 0.163
N -3.8110 2.0724 6.4243 -0.5 0.2 -1.0 0.116
N -0.7464 -3.9452 8.1983 -0.1 -0.1 -0.2 0.116
N -3.8376 5.5026 -9.9706 -0.1 0.3 -0.3 0.135
N -3.1412 8.7140 2.4536 -0.6 -0.4 0.4 0.136
N 5.9959 1.8428 -7.4049 0.1 0.3 -0.5 0.154
N -2.7321 -6.9507 -0.8264 -0.5 0.0 -0.1 0.131
C 0.3189 7.8975 1.6417 0.4 -0.7 0.4 -0.121
C -0.6288 4.4733 -7.5407 0.6 -0.1 -0.7 -0.109
C 0.1991 9.3890 1.5722 -0.3 0.7 0.5 -0.271
C 8.5010 0.9306 7.4594 0.4 0.9 0.0 -0.186
C -5.2266 -6.6514 0.0334 0.0 0.4 -0.7 -0.182
C -6.0551 -5.5656 -0.7347 2.1 -0.1 -0.1 -0.255
C -1.1815 9.9425 1.2035 -0.6 -0.5 -0.3 -0.183
C -3.5142 4.8930 -9.0580 0.8 -0.5 0.6 -0.226
C -3.8309 -6.8378 -0.5018 -0.8 0.2 0.9 -0.220
C 1.3622 -6.6075 6.8450 0.3 -0.2 0.2 -0.105
C -1.2421 1.6002 -0.7565 -1.5 2.3 -1.7 -0.295
C -1.1994 0.0727 -1.0712 -1.7 -2.0 -2.5 -0.333
C 6.2467 1.4297 -6.3679 -0.7 -0.3 -0.6 -0.257
C -2.2997 9.2428 1.8924 1.2 0.8 -0.6 -0.236
C -6.0083 -5.6236 -2.2769 -0.9 -0.6 1.1 -0.104
C 0.4516 -6.0630 5.7472 1.2 0.4 0.5 -0.267
C 8.7817 3.3579 8.3099 0.3 0.0 0.0 -0.107
C 9.7682 0.5310 8.0490 -1.7 -0.6 -0.7 -0.261
C -1.7325 3.4454 -7.8898 1.0 0.7 0.3 -0.250
C 7.9654 2.0747 8.3267 -0.1 0.2 -0.6 -0.279
C -0.8684 -4.7127 7.3496 0.1 -0.5 0.3 -0.230
C 0.6158 -6.2524 -7.2375 2.8 -0.6 -0.9 -0.236
C 4.1550 -0.1778 -5.1292 -0.5 -0.5 -0.7 -0.115
C -0.7203 -5.9704 -6.7550 -0.4 -0.4 0.2 -0.211
C -1.8167 -6.5082 -9.0141 0.4 0.2 0.1 -0.102
C -1.6454 -5.5119 -7.8618 -0.2 0.5 -0.5 -0.269
C -4.3990 2.3196 5.4564 1.1 -1.0 1.7 -0.253
C -3.1279 4.0257 -7.9249 -0.9 0.2 0.2 -0.206
C -6.2334 1.7495 3.8640 -0.4 -1.5 0.6 -0.242
C -5.1450 2.6885 4.2778 0.5 1.8 0.2 -0.214
C -0.9125 -5.6487 6.2086 -0.5 0.3 0.0 -0.199
C 5.1671 0.5527 -4.2929 -0.4 0.3 1.0 -0.266
C -5.7684 0.2520 3.8627 -0.5 1.5 -0.6 -0.089
C 1.1295 0.2152 2.7452 -0.4 0.4 2.5 -0.349
C 6.4334 0.9186 -5.0388 1.0 0.1 0.4 -0.204
C 2.2889 0.3948 1.7645 3.5 0.1 -1.2 -0.289
B 0.2550 0.4859 0.6337 0.2 0.5 -0.1 -0.832
H -5.5276 3.6513 4.6164 -0.6 0.2 -0.3 0.125
H 8.2494 4.0722 8.9380 0.4 0.2 0.0 0.072
H -1.1444 -6.8914 -6.3549 0.2 -0.1 0.3 0.121
H -1.4921 -6.5613 6.3475 -0.6 0.5 0.4 0.127
H 2.3673 -6.7804 6.4602 0.0 0.1 0.0 0.074
H 6.9764 2.3509 7.9612 -0.2 -0.2 0.1 0.098
H -5.0175 -5.5888 -2.7300 0.1 0.1 0.5 0.070
H -4.8978 0.2082 3.2082 -0.1 -0.4 -0.1 0.072
H 1.2896 7.5963 2.0355 0.3 0.2 -0.1 0.071
H -4.4166 3.0110 3.5338 0.0 -0.5 -0.4 0.130
H -6.6904 2.0216 2.9126 0.4 0.0 -0.1 0.113
H -6.5683 -4.7405 -2.5844 -0.2 -0.4 -0.6 0.072
H 0.3340 3.9939 -7.7178 0.1 -0.1 -0.1 0.067
H 5.4363 -0.0763 -3.4443 0.3 -0.2 -0.1 0.107
H 1.0758 -7.5476 7.3165 -0.4 -0.1 -0.3 0.077
H 0.2422 7.4113 0.6692 -0.4 0.0 0.0 0.083
H -1.3553 9.8646 0.1303 -0.1 0.0 0.0 0.116
H 0.9350 9.7964 0.8789 0.0 0.2 0.1 0.112
H -2.6199 -5.2886 -7.4275 -0.1 -0.1 0.1 0.106
H 4.6144 -1.0592 -5.5766 0.1 -0.2 0.1 0.082
H -5.5545 -4.6227 -0.5148 -0.2 0.2 0.5 0.099
H -3.8945 3.2509 -7.9306 0.1 -0.3 0.1 0.115
H 3.7687 0.3783 -5.9834 0.2 0.4 0.1 0.072
H -7.0482 1.8595 4.5795 -0.1 -0.1 0.1 0.109
H 1.4278 -5.9069 7.6774 0.1 0.2 -0.1 0.061
H 7.7227 0.1725 7.3719 0.5 -0.4 0.0 0.117
H 7.0991 0.0555 -5.0442 0.1 0.0 -0.3 0.124
H -5.2446 -6.2927 1.0626 0.7 -0.1 0.1 0.104
H -7.0285 -5.5639 -0.2441 -0.2 0.1 -0.6 0.106
H 9.8215 3.2373 8.6140 -0.1 -0.1 0.5 0.075
H 8.8901 3.7843 7.3127 -0.5 -0.1 -0.2 0.078
H -0.6274 5.3528 -8.1846 -0.2 0.0 -0.2 0.070
H -0.3639 7.4779 2.3805 -0.4 -0.1 -0.4 0.069
H -0.5294 4.8606 -6.5267 -0.8 -0.3 0.2 0.069
H -1.2993 -5.0147 5.4108 -0.6 -0.4 -0.2 0.121
H -2.5192 -6.0997 -9.7406 -0.2 -0.3 0.1 0.072
H 4.7708 1.4284 -3.7790 -0.3 0.2 -0.4 0.109
H -0.8943 -6.6924 -9.5648 0.2 0.2 0.1 0.070
H 0.8745 -5.1150 5.4149 0.6 -0.3 -0.5 0.111
H -3.2861 4.5652 -6.9911 -0.1 0.2 0.0 0.118
H -1.2719 -4.5528 -8.2206 0.0 0.0 -0.3 0.110
H -5.4793 -0.1171 4.8467 -0.2 0.1 0.0 0.066
H 7.8827 1.6445 9.3248 -0.2 0.3 0.2 0.107
H -1.2358 10.9950 1.4819 -0.1 0.0 -0.1 0.115
H 0.3540 -6.7529 4.9090 0.0 0.1 0.0 0.119
H -5.7514 -7.6053 0.0864 0.2 -0.1 -0.4 0.107
H 6.9947 1.7395 -4.5925 0.0 -0.2 0.7 0.120
H -1.4804 2.9675 -8.8364 0.0 0.0 0.0 0.111
H 0.3513 9.8311 2.5569 0.6 -0.2 0.1 0.109
H 3.2769 -0.5250 -4.5847 0.2 0.1 0.3 0.073
H -6.6156 -0.2966 3.4511 0.4 -0.4 0.1 0.071
H 8.8176 1.2551 6.4682 -0.6 0.2 -0.3 0.123
H -2.1171 -7.4906 -8.6498 -0.4 0.1 0.0 0.076
H -0.6328 -5.2391 -5.9515 -0.2 0.0 0.0 0.121
H -1.6654 2.6895 -7.1073 -0.4 -0.2 -0.1 0.106
H -6.4494 -6.5791 -2.5608 -0.3 0.3 -0.6 0.073